Record 1
A structure of composition C42H52AsCl2N8O3RuS2. Source: the OMol25 dataset; level of theory: ωB97M-V with the def2-TZVPD basis set.

Calculated values
- spin multiplicity = 6
- charge = 0
- LUMO (spin up / spin down) (Ha) = 0.015 / -0.019
- F_max (hartree/bohr) = 0.01018
- energy above the lowest of the compared OMol25 structures with the same formula, charge and spin (eV) = 1.137
- gap between HOMO and LUMO (spin up / spin down) (eV) = 6.919 / 6.368

Geometry (Å):
Ru -0.22843 -0.08534 -1.13307
As 2.85664 2.15460 -2.39635
Cl 4.20594 3.42840 1.69298
Cl 2.11525 3.80910 6.72430
S -0.28625 0.92073 -3.38084
S 1.53851 -1.82372 -2.17344
O -0.19376 1.63865 0.46822
O 2.15799 1.43132 -1.08890
O 0.08110 -0.66424 2.68212
N 3.99459 -1.95195 -1.15138
N 1.12060 -0.61802 0.54528
N 2.21957 4.49663 3.88908
N -2.77738 1.17101 -4.29666
N -1.63529 3.16860 -3.70022
N 2.38066 -1.09601 0.23464
N -2.17215 -0.94670 -0.95331
N -2.04271 0.12055 2.29096
C -3.80100 1.91184 -4.69783
C -2.48061 -3.16826 -1.98123
C -3.62994 -2.60362 0.22375
C -3.11436 1.24448 -0.85560
C 1.99397 6.07853 2.08695
C 0.83667 3.95777 1.91339
C -2.35427 0.68428 4.99119
C -2.40155 -2.37772 -0.66741
C 5.16114 2.20388 3.85920
C 2.30411 0.13151 2.59964
C 5.21506 1.83706 5.19035
C -1.19010 -2.88396 0.11956
C 3.29362 3.20162 5.59088
C -2.54417 5.38588 -4.00910
C -3.80050 3.29277 -4.65003
C -1.72714 1.83391 -3.80522
C 2.03182 3.83320 -2.83213
C 2.66736 -1.61511 -0.93408
C 0.41450 1.46940 1.50134
C 1.69630 4.82281 2.59921
C 3.20585 3.61099 4.24463
C 0.60737 5.64286 0.19008
C 1.03254 0.06247 1.77060
C 0.47517 2.60668 2.49723
C -6.75340 -0.03402 -2.69323
C -4.12688 2.16689 -1.05349
C 4.26607 2.34626 6.06273
C -4.45382 -0.48649 -1.81856
C 4.70677 2.57291 -2.02813
C 4.18114 3.06711 3.39291
C 0.29641 4.39490 0.70534
C -2.66356 3.89403 -4.12848
C -3.24609 -0.10310 -1.21761
C -1.06616 -0.10912 3.15152
C -1.16993 0.15501 4.51876
C -3.38397 0.94479 4.09328
C -5.48149 0.42100 -2.02692
C 3.02762 1.13137 -4.01793
C -5.31800 1.74393 -1.63510
C -3.92793 3.59090 -0.61117
C -3.17621 0.64624 2.75832
C 1.45681 6.49273 0.88151
H 0.17864 5.94849 -0.75541
H -2.21467 1.56986 -0.34917
H 0.99217 3.64757 -3.09367
H 1.11212 2.37063 3.34174
H -2.47271 0.90034 6.04517
H -7.28084 -0.76543 -2.07801
H -3.49074 -2.07525 1.16867
H -3.01531 5.88982 -4.85249
H -4.56739 -2.27543 -0.21643
H 5.19856 1.64207 -1.74618
H -3.94886 0.82995 2.01906
H 2.06758 0.73638 -4.33901
H 4.78757 3.28630 -1.20956
H 5.98556 1.16839 5.54595
H 2.56170 4.31181 -3.65572
H -0.98007 -2.22762 0.96414
H 3.72068 0.31276 -3.82583
H -0.33550 -0.06475 5.17008
H -0.36464 3.74239 0.15543
H -4.64384 3.87418 -4.99518
H -3.93956 3.66877 0.47887
H -4.58712 -1.49495 -2.17744
H 1.69753 7.47132 0.48823
H -1.49453 5.66716 -3.95388
H 2.08028 4.45929 -1.94084
H 4.10654 -2.58028 -1.93214
H 3.14996 -0.85682 0.84252
H -4.32554 1.36320 4.41949
H -6.54304 -0.50887 -3.65335
H -4.65780 1.37075 -5.08803
H 4.52007 -2.24270 -0.33903
H -2.44109 -4.23723 -1.76072
H -7.42748 0.80367 -2.87019
H -0.29781 -2.93702 -0.50417
H -1.62893 -2.91251 -2.61287
H 5.18089 2.98054 -2.92050
H 2.10948 0.59378 3.56394
H -3.03750 5.73058 -3.09880
H 3.08290 0.70942 2.10106
H -3.71334 -3.67064 0.43663
H 2.66475 6.71774 2.64585
H -2.96357 3.96691 -0.95723
H 1.70499 4.87455 4.66827
H -3.38896 -2.97236 -2.54578
H -4.71308 4.23918 -1.00212
H 5.88655 1.82839 3.15081
H -1.40186 -3.88641 0.49706
H -0.55013 2.65225 2.89064
H -6.12044 2.45586 -1.79770
H 4.26928 2.08275 7.11087
H 3.43728 1.80007 -4.77490
H 2.65106 -0.88357 2.79844

Record 2
A structure of composition C42H52I2LiN5O3SSi2. Source: the OMol25 dataset; level of theory: ωB97M-V with the def2-TZVPD basis set.

Calculated values
- charge = -2
- LUMO (Ha) = 0.125
- F_max (hartree/bohr) = 0.01733
- energy above the lowest of the compared OMol25 structures with the same formula, charge and spin (eV) = 0.093
- gap between HOMO and LUMO (eV) = 4.846

Geometry (Å):
I 1.07309 2.02431 4.29239
I 4.08839 2.11739 2.36414
S 0.80946 -0.43815 1.12504
Si 0.85715 -2.46809 1.16632
Si 0.33118 2.38248 -1.47917
O 0.56690 -3.15482 2.66089
O 2.30568 -3.16718 0.70800
O -0.24654 -3.20050 0.16956
N 1.34800 6.30828 0.79787
N -9.74336 -1.15539 2.52161
N 0.10521 4.32088 1.57589
N 2.76727 4.50812 0.19858
N 3.23834 6.67983 -0.46820
C -0.83560 1.15900 -2.41387
C -1.23976 -4.68978 2.84910
C -0.21106 4.03391 -2.35785
C 4.46041 1.19728 -3.57916
C -2.70984 -0.39178 -2.35070
C -4.98920 -0.32590 2.56560
C 0.61931 5.16260 -2.43682
C -3.49057 1.46941 1.79944
C -6.25130 -0.86078 2.70813
C -1.84279 0.49002 -1.71376
C -0.18283 -3.53991 -1.20175
C 3.52015 -3.33944 1.39995
C 2.75580 0.91174 -1.90109
C -5.92404 1.59315 1.45566
C -2.00030 5.46669 -3.20943
C 0.41929 -2.38469 -1.98805
C -1.14885 6.56022 -3.27199
C -2.37421 1.95555 1.62965
C -0.33783 -3.40080 4.79952
C -8.68474 -0.71768 2.39141
C -1.62596 -3.77968 -1.62505
C 4.60089 -3.41698 0.32866
C 2.52425 2.62715 -3.53056
C 3.73525 2.25551 -4.10585
C -7.18876 1.06287 1.59837
C -7.36380 -0.16661 2.23194
C -0.66402 -3.35685 3.31076
C -0.72744 0.89079 -3.78160
C 3.44244 -4.64598 2.18353
C -2.57645 -0.64262 -3.70696
C 1.99666 1.97648 -2.41063
C 2.78004 1.00287 3.59008
C 0.17353 6.39839 -2.88236
C 3.80792 -2.17337 2.33502
C -4.78863 0.92043 1.94321
C 0.61163 5.30799 1.27478
C -1.53558 4.23566 -2.76858
C 3.95721 0.52296 -2.47401
C -1.57658 0.00242 -4.42557
C -1.63369 -2.21943 3.01852
C 2.40936 5.82116 0.20656
C 0.62959 -4.81526 -1.37489
Li -0.32580 2.19772 1.32332
H 3.03511 7.65328 -0.30057
H 2.39073 0.38091 -1.02660
H 0.64110 -5.10585 -2.42691
H 1.97069 3.44034 -3.98423
H 4.37092 -4.21912 -0.37334
H 3.03801 -2.09299 3.10242
H 0.18181 -5.62288 -0.79346
H 2.07444 3.83982 0.52929
H -1.67283 -4.11632 -2.66230
H 1.45141 -2.20465 -1.68644
H -1.51034 7.52439 -3.61254
H 4.77504 -2.32769 2.81924
H -1.95161 0.66007 -0.64827
H -1.41450 -4.66426 1.77394
H -0.14500 -1.47044 -1.81570
H 5.40190 0.89744 -4.02593
H 4.50351 -0.31186 -2.04964
H -4.12247 -0.86274 2.92417
H 4.36287 -4.81145 2.74944
H 0.05286 1.38001 -4.35409
H 3.29524 -5.48126 1.49805
H 3.82546 -1.23751 1.77930
H -2.07621 -4.54165 -0.98685
H -1.22898 -3.60711 5.39519
H 1.65346 -4.66968 -1.03283
H -1.20069 -1.25662 3.28567
H -2.18269 -4.89957 3.35947
H -1.88680 -2.17547 1.95725
H 0.40057 -4.18014 4.99405
H 4.10350 2.78665 -4.97687
H -2.22802 3.40264 -2.73227
H -3.48204 -0.89127 -1.77683
H -6.38310 -1.82317 3.18853
H 3.35414 0.66064 4.44312
H 1.65979 5.06653 -2.14970
H 5.58053 -3.60743 0.77140
H -3.24159 -1.34216 -4.20181
H 4.21466 6.43708 -0.49002
H -0.53494 -5.49334 3.06664
H -2.55216 -2.37516 3.59000
H 0.40585 -2.60658 -3.05767
H -3.03798 5.57218 -3.50716
H 2.59876 -4.61265 2.87102
H 0.85759 7.23846 -2.92222
H -1.45813 -0.19075 -5.48601
H 2.37968 0.20936 2.95366
H -8.04966 1.59782 1.21688
H 4.64358 -2.47896 -0.22396
H -2.20592 -2.85851 -1.53660
H 0.07717 -2.44320 5.11408
H -5.78126 2.54289 0.96029
H 3.33169 4.18035 -0.56786